[1]
90
Properties=species:S:1:pos:R:3:forces:R:3:lowdin_charge:R:1 method="wB97M-V/def2-TZVPD" s_squared=0.7749 de_lowest_kj_mol=372.94 orbital_gap_ev="5.2595 / 5.4083" spin_multiplicity=2 charge=-1
V -1.687 0.185 0.173 0.3781 -0.0139 -0.0800 0.61
O -0.835 1.444 3.420 0.0381 -0.0267 -0.0406 0.00
C 0.494 1.639 3.610 -0.1175 0.0408 0.0169 -0.27
C 1.020 1.768 4.895 -0.0433 0.0006 -0.0278 -0.04
C 2.370 1.994 5.085 0.0206 -0.0003 -0.0402 -0.10
C 3.210 2.103 3.984 0.0239 0.0114 0.0752 -0.10
C 2.685 1.970 2.711 -0.0162 -0.1110 -0.0709 -0.03
C 1.330 1.719 2.494 -0.1930 -0.1293 0.0416 -0.07
C 0.840 1.614 1.097 0.1329 0.1310 0.0675 -0.35
O -0.301 0.939 0.841 -0.3445 0.1075 -0.2147 -0.19
N 1.532 2.168 0.193 -0.0009 0.0631 0.1223 0.12
N 1.161 2.021 -1.106 0.0069 -0.0713 -0.2477 0.03
C 0.813 3.078 -1.738 0.0820 0.0771 0.0563 -0.12
C 0.541 4.410 -1.220 -0.0588 0.0079 0.0690 -0.15
C 0.900 5.489 -2.046 0.0241 -0.0698 0.0008 -0.09
C 0.742 6.800 -1.667 0.0030 0.0456 0.0058 -0.15
C 0.168 7.058 -0.407 -0.0175 -0.0195 0.0023 -0.13
C -0.260 6.040 0.400 0.0432 0.0061 -0.0175 -0.04
C -0.163 4.649 0.026 -0.0591 0.0247 -0.0859 -0.40
O -0.726 3.753 0.714 0.1271 -0.0336 0.0120 -0.07
H -1.287 1.391 4.268 0.0063 0.0090 0.0432 0.09
H 0.348 1.688 5.744 0.0074 0.0211 0.0015 0.12
H 2.761 2.092 6.091 0.0031 0.0087 -0.0099 0.10
H 4.266 2.301 4.115 -0.0050 -0.0106 0.0043 0.10
H 3.316 2.065 1.838 0.0080 0.0006 -0.0021 0.11
H 0.725 2.932 -2.815 -0.0605 0.0073 -0.0097 0.11
H 1.349 5.261 -3.010 -0.0143 0.0009 -0.0008 0.10
H 1.054 7.610 -2.313 -0.0014 -0.0047 0.0007 0.08
H 0.043 8.085 -0.078 0.0004 -0.0012 -0.0008 0.09
H -0.735 6.245 1.353 -0.0019 -0.0063 0.0014 0.10
C 3.753 -2.796 -1.493 -0.0025 -0.0337 -0.0264 -0.11
C 3.402 -1.452 -1.472 -0.0251 0.0214 -0.0187 -0.09
C 2.068 -1.075 -1.415 0.0449 0.0157 -0.0946 -0.07
C 1.076 -2.051 -1.384 -0.0486 -0.0890 0.0408 -0.32
C 1.425 -3.398 -1.420 0.0299 0.0368 0.0692 -0.09
C 2.763 -3.768 -1.471 0.0181 0.0253 -0.0042 -0.09
P -0.668 -1.536 -1.300 -0.0562 -0.0063 0.1867 1.14
C -1.593 -3.083 -1.106 -0.0082 0.0209 -0.0665 -0.36
C -2.330 -3.658 -2.133 -0.0176 -0.0102 -0.0045 -0.07
C -3.057 -4.817 -1.897 0.0086 0.0229 0.0015 -0.08
C -3.057 -5.392 -0.636 -0.0060 -0.0171 0.0229 -0.08
C -2.335 -4.808 0.397 0.0030 0.0164 0.0054 -0.08
C -1.603 -3.655 0.166 -0.0304 -0.0518 -0.0389 -0.11
C -1.020 -0.802 -2.908 0.0363 0.0330 -0.0554 -0.28
C -0.713 -1.384 -4.111 -0.0109 0.0521 0.0132 -0.08
C -0.954 -0.685 -5.310 0.0065 -0.0047 -0.0033 -0.08
C -1.460 0.586 -5.271 0.0000 0.0015 -0.0241 -0.03
C -1.754 1.227 -4.046 0.0182 -0.0413 0.0422 -0.16
C -2.222 2.564 -3.983 -0.0251 0.0304 0.0014 -0.03
C -2.447 3.160 -2.777 0.0056 -0.0079 -0.0115 -0.05
C -2.235 2.451 -1.570 -0.0042 -0.0417 -0.0597 -0.09
C -1.802 1.155 -1.593 -0.0437 0.1313 0.1419 -0.19
C -1.543 0.518 -2.838 0.0195 -0.0559 -0.0499 -0.17
H 4.797 -3.085 -1.530 -0.0038 0.0016 -0.0086 0.10
H 4.168 -0.686 -1.495 -0.0053 -0.0069 0.0045 0.11
H 1.800 -0.023 -1.406 -0.0236 0.0231 0.0349 0.08
H 0.657 -4.161 -1.389 0.0044 -0.0040 -0.0169 0.10
H 3.029 -4.818 -1.500 -0.0040 -0.0015 0.0091 0.10
H -2.360 -3.188 -3.108 -0.0054 -0.0166 0.0066 0.10
H -3.639 -5.258 -2.697 0.0021 0.0047 -0.0008 0.10
H -3.639 -6.287 -0.450 0.0044 0.0067 0.0015 0.10
H -2.365 -5.228 1.395 0.0068 -0.0051 -0.0002 0.07
H -1.052 -3.175 0.969 -0.0086 0.0008 0.0175 0.06
H -0.268 -2.372 -4.142 0.0051 0.0010 -0.0038 0.11
H -0.720 -1.151 -6.259 -0.0011 0.0022 0.0026 0.10
H -1.628 1.133 -6.193 -0.0023 -0.0030 0.0056 0.11
H -2.382 3.106 -4.908 0.0099 -0.0011 0.0049 0.11
H -2.777 4.190 -2.729 0.0034 0.0008 -0.0012 0.11
H -2.360 2.968 -0.627 -0.0244 0.0087 0.0029 0.09
I -3.065 -1.103 2.876 0.1665 -0.1301 0.0085 0.40
I -2.270 -3.505 4.244 -0.0003 0.0299 0.0652 -0.06
O -5.524 -1.016 0.472 -0.0642 -0.0537 -0.0491 -0.35
S -4.572 -0.127 -0.116 0.0649 -0.0040 0.1344 0.16
O -5.013 0.768 -1.140 -0.0596 -0.0371 -0.0539 -0.32
O -3.292 -0.858 -0.493 0.2546 -0.1752 -0.2082 -0.56
S -3.645 1.019 1.364 0.0030 0.4172 0.2797 0.31
C 3.400 -1.842 2.251 -0.0330 -0.0067 -0.0139 -0.18
As 1.547 -2.231 2.595 0.0975 -0.2342 0.1158 0.97
C 1.200 -1.677 4.410 -0.0580 0.0037 -0.0503 -0.21
C 1.399 -4.155 2.585 -0.0138 0.0139 -0.1009 -0.21
O 0.570 -1.539 1.474 -0.2707 -0.0424 -0.0259 -0.52
H 4.043 -2.413 2.921 -0.0060 0.0143 0.0126 0.04
H 3.551 -0.774 2.403 0.0173 0.0189 -0.0095 0.02
H 3.609 -2.098 1.213 0.0070 0.0065 0.0240 0.01
H 2.071 -1.164 4.814 -0.0336 0.0584 0.0078 0.03
H 0.935 -2.537 5.021 0.0296 -0.0419 -0.0026 0.01
H 0.348 -1.004 4.369 -0.0014 0.0326 0.0341 0.01
H 2.057 -4.597 3.333 0.0199 0.0048 0.0036 0.04
H 1.662 -4.512 1.589 0.0143 -0.0027 0.0147 0.03
H 0.363 -4.410 2.805 0.0250 0.0032 0.0156 -0.03



[2]
80
Properties=species:S:1:pos:R:3:forces:R:3:lowdin_charge:R:1 method="wB97M-V/def2-TZVPD" de_lowest_kj_mol=0.00 orbital_gap_ev=5.5714 charge=+1
C -1.730 -1.590 4.356 -0.5990 -0.3084 -0.1818 -0.20
C -2.233 -0.834 3.259 -0.3755 -0.6073 -0.0835 -0.20
C -2.178 -1.657 2.089 -0.4487 -0.2113 0.5497 -0.22
H -2.652 0.177 3.308 0.3245 -0.4762 -0.0298 0.12
C -1.660 -2.939 2.476 -0.5400 0.1226 0.4185 -0.21
C -1.368 -2.887 3.880 -0.9209 0.0773 -0.3878 -0.21
H -1.075 -3.739 4.497 0.0976 0.4187 -0.2764 0.12
H -1.735 -1.279 5.405 0.2360 -0.0578 -0.5314 0.12
H -2.522 -1.369 1.095 0.1704 -0.1366 0.3380 0.10
H -1.612 -3.831 1.844 0.2043 0.5053 0.2679 0.11
Lu 0.157 -1.320 2.696 1.4678 0.6210 0.2084 1.34
Si 1.096 2.149 -0.791 -1.2806 -0.3743 1.0644 0.75
C -0.175 3.459 -1.169 -0.0023 0.4056 -0.1604 -0.33
C 0.068 4.502 -2.081 -0.5516 -0.1079 -0.0159 -0.11
H 1.055 4.606 -2.532 -0.2564 -0.0305 0.0296 0.10
C -0.956 5.395 -2.431 -0.1421 -0.1348 0.2932 -0.08
H -0.746 6.206 -3.133 -0.1241 -0.2830 0.2363 0.11
C -2.246 5.237 -1.892 0.5402 -0.0954 -0.2077 -0.08
H -3.053 5.910 -2.197 0.2874 -0.2875 0.1071 0.11
C -2.477 4.222 -0.959 0.0212 0.2295 0.0507 -0.09
H -3.474 4.056 -0.550 0.2302 0.2328 -0.0132 0.10
C -1.431 3.402 -0.548 -0.0950 -0.0395 -0.3312 -0.14
H -1.611 2.673 0.244 -0.0218 0.0834 -0.2566 0.08
C 0.390 0.399 -1.100 -1.8302 0.1858 0.4252 -0.32
C -0.978 0.177 -1.126 1.3380 2.2598 1.0496 -0.16
H -1.702 0.994 -1.059 0.3214 -0.3009 0.0577 0.10
C -1.456 -1.151 -1.463 -0.3056 -0.1914 -2.6272 -0.27
H -2.501 -1.255 -1.765 0.2136 -0.0535 0.4226 0.13
C -0.750 -2.268 -0.872 2.3198 -1.2392 1.2804 -0.16
H -1.262 -3.175 -0.564 0.2612 0.0414 -0.0426 0.12
C 0.632 -2.117 -0.913 -1.4792 -1.6592 2.2153 -0.26
H 1.332 -2.902 -0.627 -0.3518 0.1800 0.0259 0.09
C 1.136 -0.844 -1.400 0.1046 -0.0751 -2.2640 -0.27
H 2.213 -0.762 -1.528 -0.1663 -0.1642 -0.0277 0.12
H 1.146 2.099 0.674 0.1528 0.1168 0.6256 -0.05
Si -0.100 -1.393 -2.871 0.0721 2.0274 -2.6917 0.80
C 0.287 -2.734 -4.145 0.2610 -0.6377 0.6114 -0.23
C -0.340 -2.740 -5.404 0.1022 -0.2376 -0.3114 -0.09
H -1.101 -1.994 -5.637 0.1576 -0.1952 0.0938 0.10
C 0.027 -3.663 -6.399 0.2149 0.1292 0.5115 -0.07
H -0.462 -3.652 -7.373 0.0905 0.0643 0.3050 0.11
C 1.052 -4.586 -6.147 -0.2300 0.3140 0.1969 -0.08
H 1.369 -5.282 -6.927 -0.1387 0.1935 0.2844 0.11
C 1.683 -4.589 -4.902 0.0598 0.2051 0.2260 -0.08
H 2.487 -5.301 -4.706 -0.2317 0.2351 -0.0532 0.11
C 1.309 -3.671 -3.906 -0.1196 -0.2523 -0.5828 -0.09
H 1.846 -3.671 -2.955 -0.1880 -0.0777 -0.2194 0.09
C -0.305 0.142 -4.052 -0.1202 -0.6767 0.2645 -0.26
C -1.563 0.701 -4.298 0.2891 0.6946 -0.0188 -0.10
H -2.481 0.163 -4.043 0.2613 0.1803 0.0977 0.10
C -1.661 1.996 -4.827 0.0003 -0.2296 -0.0483 -0.08
H -2.645 2.455 -4.925 0.2389 -0.0657 -0.1155 0.10
C -0.511 2.704 -5.188 -0.0024 -0.2391 0.2085 -0.10
H -0.586 3.721 -5.564 -0.0214 -0.1999 0.0411 0.10
C 0.741 2.102 -5.042 -0.1235 -0.2341 0.0864 -0.09
H 1.648 2.640 -5.317 -0.2307 -0.1230 -0.0413 0.10
C 0.836 0.817 -4.493 -0.0527 0.5622 0.0066 -0.10
H 1.827 0.370 -4.376 -0.2361 0.0844 0.0756 0.11
H 2.412 2.664 -1.097 0.6057 -0.3405 -0.7712 -0.03
Cl 2.297 -1.804 1.691 0.4855 -0.0832 0.0198 -0.04
C -0.290 3.040 4.036 -0.0147 0.0575 0.0430 -0.02
C 0.252 3.096 5.325 0.1258 -0.5790 -0.1590 -0.01
C 0.858 1.954 5.859 -0.1786 -0.2848 -0.4848 0.02
C 0.898 0.783 5.090 -0.6082 0.6918 -0.9575 -0.18
N 0.351 0.736 3.829 0.0396 0.9001 0.7859 -0.02
C -0.236 1.849 3.321 0.6642 -0.5529 0.6284 -0.11
C 1.541 -0.459 5.566 0.4173 -1.0065 -0.1314 -0.19
C 2.365 -0.482 6.707 -0.4893 -0.1952 -0.7061 0.01
C 2.980 -1.675 7.081 -0.3117 0.0685 -0.3833 -0.02
C 2.808 -2.796 6.265 -0.1715 -0.0506 -0.1906 -0.02
C 2.010 -2.697 5.120 -0.2015 0.7154 0.0519 -0.11
N 1.347 -1.564 4.785 0.9296 0.2232 0.9071 -0.03
H -0.754 3.910 3.576 0.1070 -0.1697 0.1591 0.12
H 0.213 4.003 5.922 -0.0388 -0.1021 -0.2214 0.12
H 1.294 1.939 6.860 -0.2825 0.2315 -0.3857 0.11
H -0.638 1.749 2.305 0.1205 0.1848 0.4284 0.10
H 2.519 0.445 7.249 0.0788 -0.3226 0.0804 0.11
H 3.585 -1.706 7.983 -0.0428 -0.0989 -0.2351 0.12
H 3.286 -3.750 6.492 -0.1202 0.3653 -0.0521 0.12
H 1.905 -3.521 4.408 0.0329 0.1805 0.4184 0.11